(1)
Density functional theory data (wB97M-V/def2-TZVPD) for a 2-piece molecular cluster, C4H8NO2 overall in a non-equilibrium geometry.

Atoms and positions in Å:
1 C 1.88 1.77 0.53
2 C 1.79 0.80 -0.63
3 C 0.95 -0.25 -0.52
4 N 0.57 -1.18 -1.49
5 H 1.25 1.33 1.34
6 H 2.95 1.86 0.86
7 H 1.46 2.79 0.43
8 H 2.24 1.02 -1.59
9 H 0.49 -0.43 0.48
10 H -0.28 -1.67 -1.11
11 H 0.51 -0.78 -2.41
12 O -1.84 -1.39 0.05
13 C -2.06 -0.27 0.64
14 O -1.26 0.34 1.42
15 H -3.06 0.21 0.45

Orbital gap = 8.095 eV
Net charge = -1
HOMO level = -0.1396 hartree


(2)
Density functional theory data (wB97M-V/def2-TZVPD) for a 2-piece molecular cluster, C4H8NO2 overall.

Atoms and positions in Å:
1 O -2.09 1.21 -0.45
2 C -1.86 1.98 0.51
3 O -0.85 2.05 1.25
4 H -2.70 2.70 0.75
5 C 1.59 0.07 1.36
6 C 0.64 -0.56 0.66
7 N 0.81 -1.47 -0.39
8 C -0.04 -1.22 -1.54
9 H 2.64 -0.18 1.23
10 H 1.30 0.96 1.91
11 H -0.40 -0.35 0.87
12 H 1.79 -1.58 -0.63
13 H 0.18 -1.99 -2.30
14 H -1.07 -1.40 -1.24
15 H 0.05 -0.23 -1.99

Orbital gap = 7.997 eV
Net charge = -1
HOMO level = -0.1447 hartree


(3)
Density functional theory data (wB97M-V/def2-TZVPD) for C4H8NO2 as an isolated structure in a non-equilibrium geometry.

Atoms and positions in Å:
1 C 0.28 0.65 0.38
2 C 1.64 0.38 -0.27
3 C 2.78 0.16 0.48
4 O 3.94 -0.10 0.08
5 N -0.87 0.29 -0.39
6 C -1.25 -1.12 -0.09
7 O -2.22 -1.82 -0.52
8 H 0.30 0.49 1.56
9 H 0.15 1.76 0.45
10 H -3.87 0.77 -0.55
11 H 1.59 0.18 -1.32
12 H 2.40 -0.15 1.53
13 H -0.46 -0.69 -1.02
14 H -3.65 0.56 -1.26
15 H -0.75 -1.37 0.91

Orbital gap = 6.630 eV
Net charge = -1
HOMO level = -0.1030 hartree


(4)
Density functional theory data (wB97M-V/def2-TZVPD) for C4H8NO2 as an isolated structure in a non-equilibrium geometry.

Atoms and positions in Å:
1 O -0.27 -2.29 0.62
2 C 0.60 -1.68 -0.02
3 C 0.33 -0.63 -0.97
4 C -0.09 0.71 -0.63
5 C 0.75 1.46 0.47
6 O 0.13 2.49 1.04
7 N 0.14 -1.57 -1.91
8 H 1.65 -1.89 0.28
9 H -2.02 0.42 2.17
10 H -1.09 0.86 -0.19
11 H -0.20 1.34 -1.53
12 H 1.03 0.63 1.23
13 H 1.70 1.80 -0.09
14 H -0.88 -1.67 -2.04
15 H -1.76 0.03 1.56

Orbital gap = 6.136 eV
Net charge = -1
HOMO level = -0.1081 hartree


(5)
Density functional theory data (wB97M-V/def2-TZVPD) for a 2-piece molecular cluster, C4H8NO2 overall in a non-equilibrium geometry.

Atoms and positions in Å:
1 C -0.67 1.21 -0.20
2 C 0.63 0.69 -0.69
3 C -1.67 1.79 -1.20
4 C 1.97 -2.88 2.64
5 N 1.78 -1.82 2.00
6 O 1.39 -1.78 0.70
7 O 0.50 1.96 0.11
8 H -1.16 0.86 0.75
9 H 0.76 1.14 -1.67
10 H -2.73 1.87 -0.85
11 H -1.69 1.12 -2.20
12 H -1.34 2.76 -1.40
13 H 2.24 -3.01 3.76
14 H 1.78 -3.95 2.22
15 H 1.09 -0.26 -0.26

Orbital gap = 6.318 eV
Net charge = -1
HOMO level = -0.0953 hartree


(6)
Density functional theory data (wB97M-V/def2-TZVPD) for a 2-piece molecular cluster, C4H8NO2 overall in a non-equilibrium geometry.

Atoms and positions in Å:
1 C 2.50 1.22 -1.99
2 C 1.50 1.09 -0.87
3 C 0.25 1.57 -0.95
4 H 2.66 0.26 -2.52
5 H 2.18 1.98 -2.74
6 H 3.45 1.56 -1.57
7 H 1.83 0.56 0.02
8 H -0.50 1.19 -0.16
9 H 0.01 2.29 -1.76
10 N -1.85 -1.77 1.79
11 C -1.04 -0.94 0.95
12 O -1.55 -0.61 -0.16
13 O 0.05 -0.46 1.35
14 H -2.54 -2.30 1.28
15 H -1.35 -2.27 2.56

Orbital gap = 7.963 eV
Net charge = -1
HOMO level = -0.1415 hartree